(1)
Computed, not measured: a structure of composition C17H6AuBrN5O7, with ωB97M-V with the def2-TZVPD basis set.

```
! RIJCOSX wB97M-V def2-TZVPD def2/J DEFGRID3
* xyz -1 1
Au -0.25 1.37 0.98
O 3.41 2.37 2.41
C 2.43 1.70 2.18
O 1.73 1.81 1.09
C 2.04 0.61 3.17
C 2.94 0.47 4.22
C 2.78 -0.52 5.17
C 1.72 -1.38 5.12
C 0.80 -1.26 4.09
C 0.93 -0.28 3.06
O 0.03 -0.26 2.11
N -0.30 -2.24 4.15
O -0.31 -3.02 5.09
O -1.14 -2.25 3.28
N 3.76 -0.66 6.25
O 3.59 -1.55 7.06
O 4.70 0.12 6.27
H 3.77 1.15 4.25
H 1.59 -2.15 5.87
N -0.56 3.07 -0.03
C 0.13 3.70 -0.75
C 0.81 4.49 -1.62
C 0.58 4.33 -3.01
N 0.38 4.19 -4.14
C 1.69 5.51 -1.14
N 2.41 6.33 -0.78
Br -6.65 -0.37 0.04
C -4.84 0.13 0.31
C -4.29 1.14 -0.47
C -2.97 1.51 -0.26
C -2.20 0.87 0.71
C -2.77 -0.13 1.48
C -4.09 -0.51 1.28
H -4.89 1.63 -1.23
H -2.56 2.30 -0.87
H -2.19 -0.63 2.24
H -4.53 -1.29 1.88
*
```

The value obtained for the energy above the lowest of the compared OMol25 structures with the same formula, charge and spin is 2.0 kcal per mole. The calculation puts the electronic energy at -113239.4859 eV. As for the LUMO energy: 1.321 eV.

(2)
Computed, not measured: a cluster of 28 separate species, C17H77FO32 in total in a non-equilibrium geometry, with ωB97M-V with the def2-TZVPD basis set.

```
! RIJCOSX wB97M-V def2-TZVPD def2/J DEFGRID3
* xyz 0 1
C 4.59 1.48 -0.18
O 3.72 0.31 -0.02
C 2.38 0.65 0.49
C 1.24 0.88 -0.68
C 0.53 -0.21 -1.40
C 0.83 -1.80 -1.12
C 2.21 -2.27 -1.93
F 0.80 -2.20 0.30
C -0.60 0.15 -2.58
O -1.03 -0.80 -3.47
C -1.15 1.69 -2.66
C -2.52 2.06 -3.53
C -3.78 1.50 -2.61
C -4.20 2.48 -1.37
C -3.38 2.22 0.03
C -4.10 1.09 1.02
O -4.05 -0.25 0.40
C -5.33 -0.64 -0.20
C -5.48 -2.25 -0.61
O -6.37 0.15 -0.49
C -0.43 2.83 -1.97
C 0.89 2.46 -1.07
O 1.65 3.50 -0.63
H 4.18 2.47 0.29
H 5.60 1.24 0.40
H 4.90 1.72 -1.28
H 2.09 -0.21 1.26
H 2.36 1.65 1.15
H -0.05 -2.40 -1.65
H 3.14 -1.60 -1.70
H 2.41 -3.43 -1.82
H 1.95 -2.10 -3.08
H -2.47 1.40 -4.51
H -2.60 3.20 -3.80
H -3.61 0.37 -2.29
H -4.72 1.47 -3.35
H -5.34 2.47 -1.12
H -3.94 3.59 -1.72
H -3.33 3.26 0.59
H -2.27 1.84 -0.11
H -5.14 1.42 1.43
H -3.38 1.03 1.97
H -4.52 -2.46 -1.30
H -6.41 -2.41 -1.31
H -5.43 -2.97 0.31
H -0.85 3.92 -2.09
O -7.13 -2.62 1.78
H -7.59 -2.66 2.63
H -7.80 -2.29 1.16
O -2.34 -3.14 -4.88
H -1.65 -2.46 -4.92
H -2.02 -3.75 -4.20
O -1.74 2.69 2.73
H -1.05 3.37 2.69
H -1.42 2.07 3.41
O -4.95 1.27 3.89
H -5.21 2.03 4.44
H -5.75 0.73 3.84
O -4.03 4.67 -3.87
H -3.94 4.41 -4.80
H -4.34 5.59 -3.91
O 4.07 1.71 3.57
H 4.16 1.45 2.64
H 3.76 2.63 3.53
O -1.02 3.43 5.18
H -1.49 3.38 6.03
H -1.70 3.75 4.57
O 7.26 2.72 1.11
H 7.95 3.40 1.06
H 7.58 2.10 1.78
O 2.85 -5.44 -0.67
H 2.59 -4.68 -0.12
H 2.05 -5.98 -0.72
O 9.19 0.51 -0.37
H 8.57 0.04 -0.94
H 8.62 1.02 0.22
O -3.52 2.28 6.33
H -3.46 1.40 6.72
H -3.53 2.12 5.38
O -0.82 -3.79 2.51
H -0.44 -4.68 2.45
H -0.26 -3.25 1.93
O -4.98 -1.26 -5.17
H -4.12 -1.67 -4.98
H -5.01 -1.22 -6.13
O -5.25 6.42 -2.05
H -5.51 7.18 -1.50
H -6.05 5.88 -2.09
O 3.49 -1.55 3.01
H 2.87 -2.03 2.44
H 2.92 -1.04 3.61
O 2.82 -7.84 0.86
H 3.49 -8.42 0.48
H 2.99 -6.98 0.44
O 6.30 0.78 5.25
H 6.34 -0.18 5.13
H 5.65 1.07 4.59
O 7.48 -1.17 0.65
H 7.86 -1.98 0.27
H 6.55 -1.19 0.38
O -2.25 -0.59 7.31
H -2.29 -1.56 7.22
H -1.47 -0.35 6.79
O 3.88 -10.74 -0.23
H 4.26 -11.55 -0.60
H 2.95 -10.76 -0.49
O -3.42 7.42 -5.10
H -3.70 8.34 -5.27
H -2.49 7.50 -4.86
O -8.70 -3.43 -1.28
H -8.66 -4.39 -1.40
H -9.35 -3.14 -1.94
O 11.50 -0.05 1.69
H 12.19 0.02 1.01
H 10.68 0.13 1.20
O 14.64 0.00 3.03
H 15.01 -0.81 2.66
H 13.71 -0.02 2.76
O 7.44 -3.68 -1.17
H 7.81 -4.50 -1.54
H 6.51 -3.71 -1.44
O -4.78 -4.86 -4.51
H -4.10 -4.18 -4.56
H -4.46 -5.47 -3.84
O -7.37 8.27 -1.67
H -7.83 8.23 -0.82
H -8.04 8.60 -2.29
*
```

The calculation puts the electronic energy at -87104.2546 eV. As for the LUMO energy: -2.226 eV.

(3)
Computed, not measured: a structure of composition C17H8F3N4S4Sr in a non-equilibrium geometry, with ωB97M-V with the def2-TZVPD basis set.

```
! RIJCOSX wB97M-V def2-TZVPD def2/J DEFGRID3
* xyz -1 1
Sr 0.44 1.93 -0.03
S 1.54 -0.06 1.68
C 1.37 -1.51 0.68
C 1.34 -2.73 1.37
C 1.23 -3.95 0.73
C 1.22 -5.16 1.51
N 1.21 -6.12 2.14
C 1.14 -3.98 -0.67
C 1.17 -2.78 -1.36
C 1.28 -1.54 -0.74
S 1.31 -0.13 -1.80
C 1.03 -5.22 -1.39
N 0.93 -6.20 -1.99
H 1.41 -2.71 2.45
H 1.10 -2.80 -2.44
F -4.75 4.08 1.08
C -4.92 3.30 0.00
F -6.22 2.93 0.02
F -4.77 4.08 -1.08
C -4.01 2.10 0.00
C -4.56 0.84 0.01
C -3.75 -0.29 0.01
C -2.39 -0.09 0.00
N -1.85 1.13 -0.01
C -2.60 2.25 -0.01
S -1.76 3.80 -0.02
H -5.64 0.74 0.02
H -4.17 -1.29 0.01
H -1.69 -0.92 0.00
S 5.57 3.53 0.40
C 5.37 1.92 -0.13
C 4.05 1.66 -0.32
N 3.21 2.72 -0.07
C 3.89 3.76 0.31
H 6.20 1.25 -0.26
H 3.61 0.73 -0.65
H 3.44 4.71 0.57
*
```

The calculation puts the electronic energy at -76054.4113 eV. As for the LUMO energy: 1.936 eV.

(4)
Computed, not measured: a structure of composition C17H8F7IrN3O2S in a non-equilibrium geometry, with ωB97M-V with the def2-TZVPD basis set.

```
! RIJCOSX wB97M-V def2-TZVPD def2/J DEFGRID3
* xyz -1 1
Ir -1.10 -0.02 -1.60
F 4.64 -4.17 -2.05
C 3.39 -3.74 -1.79
C 2.94 -2.52 -2.28
F 3.75 -1.76 -3.04
C 1.66 -2.07 -1.98
F 1.27 -0.87 -2.48
C 0.77 -2.82 -1.17
S -0.81 -2.32 -0.69
C 1.25 -4.07 -0.72
F 0.45 -4.84 0.03
C 2.51 -4.53 -1.01
F 2.93 -5.72 -0.56
N -3.60 0.22 -1.23
N -4.17 -0.53 -2.28
C -3.34 -0.99 -3.35
O -3.92 -1.45 -4.32
O -2.10 -0.91 -3.16
H -3.82 -0.20 -0.33
H -3.87 1.20 -1.24
H -5.11 -0.30 -2.57
F -1.93 1.86 -3.64
C -0.99 1.79 -2.65
F -1.19 2.95 -1.94
H -0.01 1.91 -3.15
N 1.80 4.10 6.94
C 1.49 3.59 5.94
C 1.13 3.00 4.74
C -0.23 2.63 4.50
C -0.59 2.07 3.32
C 0.37 1.84 2.29
C 1.73 2.18 2.55
C 2.10 2.75 3.73
C -0.03 1.31 1.07
C -0.41 0.85 -0.01
H -0.96 2.80 5.28
H -1.61 1.78 3.13
H 2.47 1.99 1.78
H 3.12 3.02 3.92
*
```

The value obtained for the energy above the lowest of the compared OMol25 structures with the same formula, charge and spin is 55.0 kcal per mole. The calculation puts the electronic energy at -59019.2444 eV. As for the LUMO energy (alpha / beta): 0.819 / 0.713 eV.

What is the electronic energy in the third record?
-76054.4113 eV

Which of these has the lowest electronic energy?
C17H6AuBrN5O7

Which value of electronic energy does entry 1 give?
-113239.4859 eV

The lowest electronic energy belongs to which entry?
C17H6AuBrN5O7